a | Computed, not measured: a 2-piece molecular cluster, C3H4OS2 overall, with the ωB97M-V functional and the def2-TZVPD basis.

## Properties
LUMO energy (alpha / beta) ... -0.761 / -0.761 eV
Frontier orbital gap (alpha / beta) ... 0.28823 / 0.28826 hartree

The geometry in ORCA input format:
```
! wB97M-V def2-TZVPD RIJCOSX def2/J DEFGRID3
* xyz 0 1
C 0.426 1.548 0.316
C -1.313 -0.436 -0.642
C -0.246 -0.468 0.288
O 1.440 1.770 -0.215
S -2.790 0.161 -0.282
S 1.250 -1.356 -0.066
H -0.340 2.159 0.784
H -1.120 -0.802 -1.646
H -0.494 -0.518 1.341
H 1.524 -0.733 -1.218
*
```

***

b | Computed, not measured: C3H4OS2 in the gas phase, with the ωB97M-V functional and the def2-TZVPD basis.

## Properties
LUMO energy ... 0.357 eV
SMILES string ... O=C1CSCS1
Frontier orbital gap ... 0.34999 hartree

The geometry in ORCA input format:
```
! wB97M-V def2-TZVPD RIJCOSX def2/J DEFGRID3
* xyz 0 1
O -1.638 1.674 -0.651
C -0.768 0.973 -0.273
C 0.407 0.515 -1.059
S 0.696 -1.225 -0.628
C 0.119 -1.096 1.068
S -0.523 0.525 1.391
H 1.349 1.098 -0.815
H 0.055 0.680 -2.071
H 0.979 -1.340 1.769
H -0.675 -1.803 1.269
*
```

***

c | Computed, not measured: a 2-piece molecular cluster, C3H4OS2 overall, with the ωB97M-V functional and the def2-TZVPD basis.

## Properties
LUMO energy (alpha / beta) ... -0.472 / -0.472 eV
Frontier orbital gap (alpha / beta) ... 0.28468 / 0.28466 hartree

The geometry in ORCA input format:
```
! wB97M-V def2-TZVPD RIJCOSX def2/J DEFGRID3
* xyz 0 1
C -1.432 0.091 0.403
C 1.235 1.128 -0.442
C -0.337 -0.481 -0.449
O -2.159 1.004 0.058
S 2.595 0.734 0.110
S 0.691 -1.715 0.075
H -1.308 -0.319 1.399
H 0.911 1.933 -1.029
H -0.469 -0.384 -1.465
H 0.272 -1.992 1.339
*
```

***

d | Computed, not measured: a 2-piece molecular cluster, C3H4OS2 overall, with the ωB97M-V functional and the def2-TZVPD basis.

## Properties
LUMO energy ... -0.585 eV
SMILES string ... C#CC(=O)S.S
Frontier orbital gap ... 0.32210 hartree

The geometry in ORCA input format:
```
! wB97M-V def2-TZVPD RIJCOSX def2/J DEFGRID3
* xyz 0 1
C -1.247 2.320 -0.716
C -1.086 1.309 -0.080
C -1.098 0.242 0.823
O -1.400 0.106 1.989
S -0.538 -1.312 -0.133
H -1.321 3.158 -1.379
H -0.720 -2.079 0.864
S 2.755 -0.810 -0.154
H 3.060 -1.479 -1.212
H 1.594 -1.454 -0.002
*
```

***

Stability check: which of them is least stable? c.

***

a | Computed, not measured: an isolated ion of composition C5H15N2O2 and charge +1, with the ωB97M-V functional and the def2-TZVPD basis.

## Properties
LUMO energy ... -2.850 eV
SMILES string ... COC(N)(OC)[NH+](C)C
Frontier orbital gap ... 0.41348 hartree

The geometry in ORCA input format:
```
! wB97M-V def2-TZVPD RIJCOSX def2/J DEFGRID3
* xyz 1 1
C 2.135 1.535 0.062
O 0.899 0.993 -0.449
C 0.303 0.029 0.254
N 0.001 0.407 1.862
O 0.869 -1.193 0.357
C 1.712 -1.672 -0.697
N -1.100 -0.165 -0.447
C -1.743 1.098 -0.845
C -1.997 -1.016 0.356
H 2.492 0.956 0.911
H 1.949 2.564 0.367
H 2.855 1.509 -0.756
H -0.081 -0.460 2.367
H -0.820 0.985 1.955
H 2.708 -1.234 -0.628
H 1.288 -1.468 -1.682
H 1.777 -2.746 -0.533
H -0.864 -0.680 -1.302
H -1.867 1.740 0.024
H -1.127 1.618 -1.575
H -2.719 0.887 -1.277
H -2.808 -1.392 -0.264
H -1.439 -1.857 0.764
H -2.424 -0.437 1.173
*
```

***

b | Computed, not measured: a 3-piece molecular cluster, C5H15N2O2 overall, with the ωB97M-V functional and the def2-TZVPD basis.

## Properties
LUMO energy ... -5.213 eV
Frontier orbital gap ... 0.19544 hartree

The geometry in ORCA input format:
```
! wB97M-V def2-TZVPD RIJCOSX def2/J DEFGRID3
* xyz 1 1
C 2.347 -1.435 -0.981
C 4.101 -0.684 0.607
C -4.191 -2.784 1.006
C -4.012 -0.855 -0.446
C 2.219 0.694 0.192
N 2.706 -0.471 0.032
N -4.061 -2.257 -0.352
O 1.472 1.566 0.142
O 4.070 2.408 0.205
H 2.903 -1.460 -1.868
H 2.551 -2.347 -0.539
H 1.207 -1.434 -1.197
H 4.246 0.171 1.211
H 4.133 -1.593 1.255
H 4.902 -0.753 -0.117
H -5.174 -3.166 1.194
H -3.410 -3.637 1.141
H -3.791 -1.992 1.698
H -2.907 -0.566 -0.168
H -4.259 -0.559 -1.463
H -4.667 -0.320 0.209
H 4.530 2.704 -0.649
H -4.821 -2.551 -0.920
H 3.488 3.239 0.503
*
```

***

Stability check: which of them is least stable? b.